(1)
{
  "formula": "C28H34F7NO26S",
  "method": "ωB97M-V with the def2-TZVPD basis set",
  "species": ["N", "C", "C", "C", "C", "C", "O", "C", "O", "C", "S", "O", "O", "O", "H", "H", "H", "H", "H", "H", "H", "H", "H", "H", "H", "H", "H", "C", "C", "O", "C", "O", "O", "F", "H", "H", "H", "C", "C", "O", "C", "O", "O", "F", "H", "H", "H", "C", "C", "O", "C", "O", "O", "F", "H", "H", "H", "C", "C", "O", "C", "O", "O", "F", "H", "H", "H", "C", "C", "O", "C", "O", "O", "F", "H", "H", "H", "C", "C", "O", "C", "O", "O", "F", "H", "H", "H", "C", "C", "O", "C", "O", "O", "F", "H", "H", "H"],
  "positions_angstrom": [[-2.310, -2.050, 6.866], [-1.080, -2.693, 6.429], [-1.271, -3.786, 5.379], [-1.285, -3.191, 3.957], [-1.988, -4.119, 2.968], [-3.506, -4.051, 3.120], [-4.037, -2.991, 2.295], [-4.318, -1.833, 2.919], [-4.873, -1.742, 3.972], [0.192, -2.908, 3.614], [0.894, -1.896, 4.906], [1.221, -0.608, 4.360], [1.936, -2.635, 5.555], [-0.295, -1.599, 5.913], [-3.001, -2.755, 7.098], [-2.695, -1.508, 6.095], [-0.621, -3.122, 7.324], [-2.208, -4.307, 5.581], [-0.449, -4.510, 5.417], [-1.786, -2.214, 4.009], [-1.783, -3.784, 1.951], [-1.643, -5.148, 3.092], [-3.959, -4.989, 2.792], [-3.814, -3.903, 4.158], [-3.985, -0.958, 2.347], [0.725, -3.858, 3.639], [0.328, -2.378, 2.675], [-1.073, -2.616, -1.476], [0.069, -3.325, -2.176], [0.935, -3.647, -1.084], [0.165, -3.764, 0.022], [0.486, -4.234, 1.066], [-1.059, -3.249, -0.193], [0.717, -2.524, -3.040], [-0.862, -1.553, -1.364], [-2.045, -2.740, -1.939], [-0.213, -4.247, -2.687], [-6.940, -2.200, 0.231], [-6.153, -3.484, 0.058], [-5.077, -3.065, -0.762], [-4.864, -1.742, -0.527], [-3.886, -1.152, -0.844], [-5.909, -1.210, 0.144], [-6.861, -4.441, -0.586], [-7.647, -2.065, -0.588], [-7.458, -2.128, 1.182], [-5.753, -3.901, 0.983], [3.336, 0.076, -4.547], [2.853, 1.109, -5.538], [1.459, 0.843, -5.603], [1.088, 0.291, -4.409], [-0.037, 0.186, -4.047], [2.173, -0.092, -3.717], [3.386, 0.943, -6.774], [3.563, -0.870, -5.042], [4.190, 0.411, -3.967], [3.005, 2.142, -5.224], [0.419, 0.812, -8.647], [0.350, 2.082, -9.468], [-0.078, 1.606, -10.729], [-0.794, 0.463, -10.524], [-1.491, -0.050, -11.331], [-0.598, 0.013, -9.263], [1.557, 2.682, -9.601], [1.388, 0.324, -8.759], [0.208, 0.965, -7.595], [-0.368, 2.820, -9.104], [3.943, 3.377, -1.397], [5.305, 4.019, -1.256], [6.170, 2.986, -1.722], [5.475, 2.224, -2.592], [5.951, 1.430, -3.339], [4.152, 2.491, -2.508], [5.610, 4.310, 0.025], [3.688, 2.789, -0.513], [3.156, 4.089, -1.608], [5.448, 4.910, -1.867], [2.588, 1.351, 6.323], [2.488, 2.144, 7.608], [3.629, 2.978, 7.546], [3.932, 3.169, 6.228], [4.669, 4.002, 5.822], [3.259, 2.282, 5.463], [2.566, 1.361, 8.712], [3.207, 0.462, 6.454], [1.632, 1.063, 5.904], [1.597, 2.769, 7.689], [0.036, 7.313, -0.696], [-0.236, 5.996, -1.396], [0.968, 5.795, -2.124], [1.966, 6.436, -1.461], [3.124, 6.264, -1.668], [1.460, 7.275, -0.539], [-1.272, 6.070, -2.257], [-0.237, 8.155, -1.333], [-0.452, 7.406, 0.269], [-0.391, 5.148, -0.728]],
  "forces_ev_per_angstrom": [[0.15, 0.09, -0.39], [-0.70, -0.33, 0.59], [0.07, 0.18, -0.61], [0.36, 0.07, 0.45], [-0.33, 0.68, -0.17], [-0.06, -0.78, 0.33], [0.62, 0.16, -0.05], [-0.17, 0.29, 0.09], [0.10, -0.05, 0.39], [-0.92, -0.30, 0.42], [1.20, 0.47, -0.55], [-0.34, -0.21, 0.14], [-0.43, -0.09, 0.24], [-0.01, -0.20, -0.04], [0.07, 0.04, 0.13], [-0.05, -0.01, 0.07], [0.32, 0.20, -0.13], [0.13, -0.02, 0.17], [-0.16, -0.06, 0.14], [-0.20, -0.16, -0.23], [0.14, -0.32, 0.07], [0.05, 0.09, -0.07], [-0.07, 0.19, -0.17], [-0.08, 0.13, -0.12], [-0.15, -0.09, -0.29], [0.23, 0.22, -0.25], [0.10, -0.04, 0.08], [-0.14, 0.13, -0.21], [-0.05, 0.15, 0.18], [-0.16, -0.32, -0.07], [-0.05, 0.22, 0.17], [0.43, -0.19, -0.24], [-0.21, 0.06, -0.07], [0.16, -0.07, 0.04], [0.07, 0.01, -0.07], [-0.01, -0.10, 0.04], [0.07, 0.01, -0.06], [-0.10, -0.02, 0.08], [-0.05, -0.05, -0.06], [0.12, 0.04, 0.17], [0.04, -0.18, 0.02], [0.01, 0.06, -0.06], [-0.03, 0.01, 0.02], [-0.02, 0.04, -0.12], [0.01, -0.08, -0.03], [0.13, 0.10, 0.07], [-0.09, -0.05, -0.09], [0.10, -0.03, 0.11], [-0.05, -0.15, -0.08], [0.06, 0.24, 0.19], [-0.06, -0.09, 0.02], [0.00, -0.01, -0.02], [0.09, 0.06, -0.03], [-0.06, -0.05, -0.02], [-0.03, 0.04, -0.11], [-0.18, -0.09, 0.07], [0.08, 0.02, -0.08], [-0.06, 0.01, 0.07], [0.12, -0.11, -0.10], [-0.22, 0.12, 0.07], [0.08, -0.07, -0.02], [0.04, -0.02, -0.02], [0.03, 0.04, 0.02], [0.02, -0.04, -0.04], [0.05, 0.09, -0.04], [-0.17, -0.10, -0.01], [0.08, 0.08, 0.02], [-0.21, -0.10, 0.09], [-0.02, -0.09, 0.11], [0.03, 0.18, -0.20], [0.09, -0.03, 0.09], [0.02, 0.03, 0.07], [-0.03, 0.06, 0.00], [0.03, -0.09, 0.02], [0.15, 0.02, 0.06], [0.07, -0.13, -0.26], [0.00, 0.06, 0.06], [-0.07, 0.02, 0.03], [0.18, -0.08, 0.01], [-0.18, 0.18, -0.05], [0.08, -0.07, 0.00], [0.03, -0.02, 0.01], [-0.04, -0.03, 0.02], [0.06, 0.00, -0.01], [0.00, 0.00, 0.09], [0.01, 0.11, -0.14], [-0.04, -0.06, 0.09], [-0.07, 0.04, 0.08], [0.04, 0.11, -0.08], [0.01, -0.23, 0.20], [0.05, 0.19, -0.09], [-0.07, 0.15, -0.02], [-0.06, 0.01, 0.01], [0.04, 0.04, -0.07], [-0.05, -0.05, -0.07], [0.15, -0.04, 0.08], [-0.09, -0.02, -0.04]],
  "gap_ev": 10.34,
  "e_tot_ha": -4195.69930,
  "smiles": "N[C@H]1C[C@H](CCOC=O)CS(=O)(=O)O1.O=C1OC[C@@H](F)O1.O=C1OC[C@@H](F)O1.O=C1OC[C@@H](F)O1.O=C1OC[C@@H](F)O1.O=C1OC[C@@H](F)O1.O=C1OC[C@@H](F)O1.O=C1OC[C@@H](F)O1",
  "homo_ha": -0.3798,
  "relative_energy_kj_mol": 20.8,
  "molar_mass_g_mol": 965.6
}



(2)
{
  "formula": "C21H20Cl3F5KNO5P2S",
  "method": "ωB97M-V with the def2-TZVPD basis set",
  "species": ["K", "C", "P", "C", "C", "C", "C", "C", "C", "C", "P", "C", "C", "H", "H", "H", "H", "H", "H", "H", "H", "H", "H", "H", "H", "H", "H", "H", "H", "Cl", "C", "Cl", "Cl", "C", "O", "O", "F", "C", "F", "C", "F", "F", "F", "O", "S", "O", "N", "C", "O", "C", "C", "C", "C", "C", "C", "H", "H", "H", "H"],
  "positions_angstrom": [[-0.593, 0.929, -0.052], [3.839, 2.102, -1.220], [3.205, 0.718, -0.198], [4.261, 0.952, 1.298], [4.059, -0.731, -0.965], [5.398, -0.709, -1.344], [5.991, -1.801, -1.959], [5.235, -2.938, -2.202], [3.903, -2.982, -1.815], [3.296, -1.892, -1.189], [1.524, -1.887, -0.656], [0.967, -3.556, -1.184], [1.761, -2.209, 1.143], [4.930, 2.128, -1.272], [3.472, 3.039, -0.798], [3.410, 2.036, -2.219], [5.315, 1.098, 1.050], [4.168, 0.086, 1.955], [3.894, 1.827, 1.836], [5.990, 0.182, -1.162], [7.034, -1.764, -2.250], [5.681, -3.795, -2.692], [3.332, -3.881, -2.008], [1.507, -4.376, -0.705], [1.048, -3.649, -2.268], [-0.095, -3.622, -0.938], [2.548, -2.944, 1.326], [0.811, -2.563, 1.544], [1.998, -1.278, 1.658], [-2.021, 7.333, -0.599], [-2.164, 6.952, 1.157], [0.506, 3.328, -2.005], [-2.802, 5.419, 1.195], [1.363, 3.887, 0.919], [1.521, 5.023, 0.749], [1.255, 2.759, 1.156], [-2.558, 3.113, -1.194], [-1.887, 3.839, -0.489], [-1.349, 2.896, 1.698], [-5.280, 5.078, 0.629], [-5.524, 5.236, -0.742], [-6.072, 6.067, 1.200], [-5.976, 3.907, 0.922], [-3.774, -1.226, -2.296], [-3.239, -2.128, -1.308], [-3.012, -3.492, -1.738], [-1.936, -1.517, -0.577], [-2.126, -1.417, 0.758], [-1.280, -1.039, 1.569], [-3.521, -1.794, 1.192], [-4.040, -1.794, 2.474], [-5.360, -2.192, 2.641], [-6.134, -2.578, 1.547], [-5.605, -2.581, 0.262], [-4.292, -2.179, 0.120], [-3.423, -1.473, 3.304], [-5.799, -2.198, 3.630], [-7.165, -2.872, 1.702], [-6.197, -2.876, -0.594]],
  "forces_ev_per_angstrom": [[0.44, 0.42, 0.12], [-0.02, -0.03, -0.05], [0.02, 0.04, 0.07], [0.02, -0.01, -0.02], [-0.07, -0.03, -0.04], [-0.01, 0.01, 0.01], [0.01, 0.00, 0.00], [0.00, 0.00, -0.01], [0.01, 0.00, 0.01], [0.03, 0.03, 0.10], [-0.07, -0.01, -0.18], [0.00, -0.01, 0.02], [-0.03, -0.01, 0.01], [0.00, 0.01, -0.01], [0.00, -0.01, 0.01], [0.00, -0.01, 0.00], [0.00, -0.01, 0.01], [-0.01, 0.00, 0.00], [0.00, 0.00, 0.00], [0.00, 0.00, -0.01], [0.00, 0.00, -0.01], [0.00, 0.00, 0.00], [0.00, 0.00, 0.01], [0.01, 0.00, -0.01], [-0.02, 0.00, 0.00], [0.01, 0.00, 0.01], [-0.01, -0.02, 0.00], [-0.01, 0.03, 0.00], [0.02, 0.00, 0.00], [0.24, 0.31, 0.08], [-0.35, -0.76, -0.58], [-0.50, -0.15, 0.30], [0.08, 0.93, 1.04], [-0.24, 0.10, 0.09], [0.00, -0.01, 0.02], [0.43, -0.06, 0.02], [-0.54, -0.07, 0.56], [1.75, -0.18, 0.09], [-0.59, 0.09, -1.69], [-0.05, -0.34, -0.05], [-0.09, 0.05, -0.02], [-0.14, 0.06, -0.03], [-0.19, 0.03, 0.00], [0.00, -0.01, 0.03], [0.07, 0.05, -0.22], [0.02, 0.01, -0.02], [-0.29, -0.09, 0.26], [-0.05, -0.22, -0.10], [0.06, -0.07, 0.10], [0.02, -0.03, 0.08], [-0.02, 0.05, -0.02], [0.00, -0.01, 0.01], [0.00, 0.01, 0.00], [-0.01, 0.03, 0.00], [0.03, -0.11, 0.02], [0.00, -0.01, 0.00], [-0.01, 0.02, 0.00], [0.00, 0.00, 0.00], [0.00, -0.01, 0.00]],
  "gap_ev": [5.69, 5.68],
  "charge": -2,
  "e_tot_ha": -4803.80062,
  "homo_ha": [-0.0673, -0.0669],
  "relative_energy_kj_mol": 817.9,
  "molar_mass_g_mol": 700.9
}